Entry 1:
Here is a molecular structure, C21H11Cl5F5N2O4STeTl from the Open Molecules 2025 dataset. Energies are from ωB97M-V/def2-TZVPD.

Its energy above the lowest of the compared OMol25 structures with the same formula, charge and spin is 23.3 kcal per mole. Its total charge is 0. The calculation puts the HOMO-LUMO gap (spin up / spin down) at 6.38 / 5.95 eV. The LUMO energy (spin up / spin down) is -2.6558 / -2.8990 eV.

Geometry as XYZ:
```
51
Properties=species:S:1:pos:R:3:lowdin_charge:R:1
Tl -0.458 1.543 1.226 0.983
O -2.524 0.395 -1.206 -0.371
S -1.654 0.486 -2.342 0.604
O -2.116 1.184 -3.512 -0.295
N -0.252 1.120 -1.738 -0.066
C 0.702 1.622 -2.489 -0.227
C 0.715 1.704 -3.917 0.031
C 1.821 2.181 -4.594 -0.049
C 2.953 2.592 -3.914 0.013
C 3.006 2.547 -2.495 -0.150
C 4.152 2.928 -1.772 0.002
C 4.144 2.830 -0.409 -0.014
C 2.979 2.371 0.227 -0.086
N 1.886 2.026 -0.428 0.077
C 1.894 2.092 -1.768 -0.146
C -1.151 -1.141 -2.812 -0.280
C -1.614 -1.662 -4.010 -0.053
C -1.245 -2.951 -4.367 -0.068
C -0.419 -3.693 -3.536 -0.070
C 0.040 -3.158 -2.338 -0.061
C -0.329 -1.876 -1.965 -0.049
H -0.159 1.390 -4.465 0.101
H 1.799 2.225 -5.674 0.115
H 3.820 2.944 -4.457 0.121
H 5.026 3.282 -2.305 0.122
H 5.007 3.092 0.186 0.116
H 2.943 2.285 1.304 0.080
H -2.247 -1.060 -4.648 0.115
H -1.602 -3.373 -5.297 0.108
H -0.129 -4.696 -3.821 0.107
H 0.682 -3.740 -1.691 0.111
H 0.014 -1.453 -1.029 0.118
Cl -6.031 -2.805 5.567 0.736
C -4.628 -2.083 4.931 -0.678
C -4.491 -1.945 3.529 -0.701
Cl -5.745 -2.498 2.496 0.711
C -3.363 -1.371 3.004 -0.584
Cl -3.158 -1.140 1.335 0.795
C -2.282 -0.898 3.864 -0.438
O -1.252 -0.413 3.410 -0.062
C -2.483 -1.042 5.306 -0.586
Cl -1.245 -0.464 6.304 0.824
C -3.621 -1.624 5.808 -0.702
Cl -3.828 -1.800 7.502 0.710
F 1.358 -1.096 4.396 -0.380
Te 2.015 0.526 3.758 1.708
F 2.942 2.140 3.424 -0.395
F 2.372 0.838 5.555 -0.362
F 0.545 1.660 4.125 -0.436
F 3.695 -0.279 3.684 -0.373
O 1.518 0.259 2.058 -0.729
```

Entry 2:
Here is a molecular structure, C21H12BiF5N2O3S in a non-equilibrium geometry from the Open Molecules 2025 dataset. Energies are from ωB97M-V/def2-TZVPD.

Its total charge is 0. The calculation puts the HOMO-LUMO gap at 7.30 eV. The LUMO energy is -0.6715 eV.

Geometry as XYZ:
```
45
Properties=species:S:1:pos:R:3:lowdin_charge:R:1
Bi -1.115 0.826 0.543 1.702
C -1.345 0.184 6.591 -0.082
O -1.063 0.285 5.215 -0.072
C -0.124 -0.545 4.684 -0.205
C 0.680 -1.404 5.396 -0.009
C 1.581 -2.245 4.729 -0.089
C 1.610 -2.279 3.366 -0.053
C 0.785 -1.424 2.593 -0.151
C 0.702 -1.693 1.206 -0.053
N -0.054 -1.119 0.315 -0.208
N -0.140 -1.701 -0.893 0.060
C -1.015 -1.176 -1.709 -0.486
O -1.759 -0.177 -1.404 -0.283
C -1.181 -1.791 -3.034 -0.151
C -2.315 -1.471 -3.776 -0.021
C -2.491 -2.010 -5.036 -0.078
C -1.533 -2.858 -5.568 -0.087
C -0.406 -3.185 -4.829 -0.081
C -0.229 -2.661 -3.562 -0.026
C -0.018 -0.469 3.260 -0.281
O -0.693 0.477 2.678 -0.317
H -2.173 0.869 6.771 0.094
H -0.492 0.488 7.209 0.096
H -1.650 -0.833 6.868 0.099
H 0.625 -1.437 6.472 0.106
H 2.233 -2.880 5.311 0.103
H 2.255 -2.969 2.845 0.109
H 1.257 -2.560 0.850 0.140
H -3.044 -0.802 -3.346 0.112
H -3.373 -1.769 -5.610 0.102
H -1.672 -3.266 -6.559 0.101
H 0.338 -3.850 -5.248 0.102
H 0.637 -2.908 -2.968 0.107
F 1.320 6.000 -3.898 0.127
C 1.290 5.051 -2.958 -0.131
C 2.085 5.157 -1.820 -0.138
F 2.874 6.224 -1.659 0.123
C 2.049 4.166 -0.848 -0.243
F 2.820 4.316 0.230 0.088
C 1.227 3.035 -0.966 -0.532
S 1.301 1.781 0.257 0.607
C 0.444 2.956 -2.120 -0.236
F -0.359 1.900 -2.316 0.051
C 0.458 3.945 -3.095 -0.139
F -0.326 3.823 -4.170 0.123
```

Entry 3:
Here is a molecular structure, C21H12Cl3F6MoN3O9S5 in a non-equilibrium geometry from the Open Molecules 2025 dataset. Energies are from ωB97M-V/def2-TZVPD.

Its energy above the lowest of the compared OMol25 structures with the same formula, charge and spin is 23.8 kcal per mole. Its total charge is 0. The calculation puts the HOMO-LUMO gap (spin up / spin down) at 5.30 / 5.29 eV. The LUMO energy (spin up / spin down) is -2.7650 / -2.7657 eV.

Geometry as XYZ:
```
60
Properties=species:S:1:pos:R:3:lowdin_charge:R:1
Mo -0.784 0.313 -0.237 1.546
C 1.921 0.107 3.000 0.029
C 0.677 0.571 2.323 -0.290
O 0.399 0.053 1.179 -0.263
C -0.188 1.540 2.881 -0.093
C -0.040 2.011 4.205 -0.013
C -0.896 2.942 4.720 -0.051
C -1.940 3.460 3.931 -0.021
C -2.132 3.023 2.647 0.023
C -1.275 2.056 2.100 -0.279
O -1.442 1.634 0.885 -0.258
H 2.433 -0.604 2.356 0.103
H 1.683 -0.375 3.949 0.097
H 2.582 0.949 3.202 0.109
H 0.761 1.623 4.820 0.121
H -0.775 3.278 5.740 0.112
H -2.598 4.211 4.345 0.119
H -2.940 3.386 2.026 0.132
Cl -1.865 3.215 -3.709 0.624
C -2.954 1.820 -3.476 -1.508
Cl -3.765 1.441 -4.975 0.670
Cl -4.111 2.198 -2.200 0.675
C -1.994 0.673 -3.060 -0.699
O -1.425 0.005 -3.870 0.107
O -1.769 0.563 -1.758 -0.315
O 0.524 -2.293 -1.410 0.200
C 0.068 -1.331 -1.048 -0.147
S 2.712 0.260 -6.281 0.619
C 2.407 0.568 -4.694 -1.087
S 1.283 1.781 -4.127 0.972
C 1.537 1.224 -2.481 -1.043
N 2.392 0.273 -2.390 0.019
N 2.903 -0.086 -3.597 -0.141
C 4.005 -0.997 -3.586 -0.208
C 5.118 -0.783 -4.389 -0.046
C 6.184 -1.665 -4.319 -0.072
C 6.146 -2.745 -3.450 -0.088
C 5.040 -2.938 -2.639 -0.079
C 3.968 -2.063 -2.697 -0.017
S 0.800 2.002 -1.102 0.643
H 5.150 0.066 -5.051 0.083
H 7.050 -1.499 -4.944 0.107
H 6.983 -3.429 -3.398 0.103
H 5.008 -3.781 -1.962 0.104
H 3.104 -2.195 -2.062 0.091
F -5.860 -1.476 2.029 0.148
C -5.198 -1.343 0.887 -0.657
F -5.954 -0.595 0.078 0.132
F -5.024 -2.510 0.298 0.168
S -3.601 -0.343 1.141 0.648
O -2.553 -1.033 0.354 -0.396
O -3.971 0.932 0.624 -0.310
N -3.237 -0.262 2.676 -0.266
S -3.189 -1.634 3.526 0.600
O -3.701 -1.457 4.839 -0.245
O -3.573 -2.762 2.734 -0.269
C -1.373 -1.937 3.808 -0.650
F -1.174 -3.086 4.439 0.162
F -0.727 -1.996 2.635 0.118
F -0.811 -0.960 4.535 0.125
```

Entry 4:
Here is a molecular structure, C21H12Cl6IrNO5S from the Open Molecules 2025 dataset. Energies are from ωB97M-V/def2-TZVPD.

Its energy above the lowest of the compared OMol25 structures with the same formula, charge and spin is 311.8 kcal per mole. Its total charge is -1. The spin multiplicity is 6. The calculation puts the HOMO-LUMO gap (spin up / spin down) at 6.30 / 6.28 eV. The LUMO energy (spin up / spin down) is 2.2842 / 1.1627 eV.

Geometry as XYZ:
```
47
Properties=species:S:1:pos:R:3:lowdin_spin:R:1
Ir -1.321 -0.171 -1.268 1.984
O -2.916 -1.134 0.605 0.108
N -2.837 -0.416 1.682 0.011
C -3.050 -1.018 2.876 0.003
C -2.972 -0.326 4.056 0.007
C -2.648 1.028 4.026 0.002
C -2.410 1.627 2.810 0.011
C -2.498 0.905 1.616 0.032
S -2.169 1.626 0.081 0.215
H -3.270 -2.070 2.790 0.000
H -3.143 -0.851 4.984 0.001
H -2.564 1.598 4.941 0.000
H -2.126 2.668 2.739 0.002
O -3.660 -1.681 -2.566 0.048
C -2.750 -1.145 -2.151 0.143
C 1.658 -1.249 2.440 0.814
C 1.315 1.133 0.632 0.062
C 0.976 1.824 1.770 0.006
C 0.823 3.191 1.649 0.003
Cl 0.396 4.136 3.046 0.001
C 0.969 3.807 0.416 0.003
C 1.290 3.073 -0.711 0.003
C 1.492 1.692 -0.624 0.017
O 1.788 0.871 -1.626 0.017
C 1.716 1.349 -2.959 0.001
C 0.308 1.731 -3.442 0.013
O 0.276 2.425 -4.446 0.015
O -0.703 1.306 -2.781 0.144
H 2.468 -1.957 2.142 0.057
H 2.448 -0.864 0.248 0.003
H -0.130 -0.388 1.304 0.006
H 0.810 1.288 2.698 0.000
H 0.803 4.872 0.331 0.000
H 1.334 3.565 -1.672 0.001
H 2.083 0.527 -3.572 0.000
H 2.378 2.203 -3.104 0.001
Cl 1.161 -0.673 0.788 0.198
C 0.232 -1.446 -0.697 0.586
C 0.983 -2.418 -1.373 0.161
C 0.325 -3.660 -1.727 0.076
Cl -1.245 -4.127 -1.215 0.018
C 1.195 -4.476 -2.395 0.053
Cl 0.882 -6.061 -2.971 0.012
C 2.449 -3.812 -2.461 0.084
Cl 3.848 -4.442 -3.227 0.024
C 2.339 -2.586 -1.845 0.047
Cl 3.667 -1.473 -1.838 0.005
```